No. 1
{"formula": "C38H53IrN6O4P2S2", "method": "ωB97M-V/def2-TZVPD", "e_above_lowest_kj_mol": 222.65, "charge": 0, "species": ["Ir", "S", "S", "P", "P", "O", "O", "O", "O", "N", "N", "N", "N", "N", "N", "C", "C", "C", "C", "C", "C", "C", "C", "C", "C", "C", "C", "C", "C", "C", "C", "C", "C", "C", "C", "C", "C", "C", "C", "C", "C", "C", "C", "C", "C", "C", "C", "C", "C", "C", "C", "C", "C", "H", "H", "H", "H", "H", "H", "H", "H", "H", "H", "H", "H", "H", "H", "H", "H", "H", "H", "H", "H", "H", "H", "H", "H", "H", "H", "H", "H", "H", "H", "H", "H", "H", "H", "H", "H", "H", "H", "H", "H", "H", "H", "H", "H", "H", "H", "H", "H", "H", "H", "H", "H", "H"], "positions_angstrom": [[-1.5046, -0.2879, -0.1034], [-0.2811, 8.1387, -0.3724], [-6.0280, 0.9442, -0.8675], [-1.1194, -0.4104, -2.5472], [-1.0182, -0.4630, 2.4334], [-1.5766, -2.7294, 0.1466], [0.1758, 8.3507, 0.9918], [0.6959, 8.4055, -1.4086], [-1.6380, 8.5559, -0.6514], [1.9550, -3.3531, -2.6589], [-0.4659, -4.6933, 0.2903], [-0.5786, 2.2231, 0.2787], [0.5819, -0.6534, -0.0614], [-3.4300, 0.4658, -0.0564], [0.1587, -3.0551, -1.2718], [0.9623, -2.3640, 3.1624], [2.8356, 0.2860, -3.4624], [-3.6359, -1.3128, 2.5809], [3.6478, 0.6082, -4.6735], [-4.5377, 0.6623, -0.4075], [1.2199, -3.7825, -1.6103], [-1.6681, 4.3421, -0.0897], [2.0972, -3.1369, 2.9534], [0.6424, -5.4189, -0.0040], [2.6331, 0.1023, -1.0773], [-1.4702, -5.2430, 1.1691], [0.7452, 4.2296, -0.1350], [0.7077, -0.3436, -2.4705], [2.7591, -3.0116, 1.7364], [-0.6500, -3.4263, -0.2838], [0.8000, 5.6041, -0.3027], [-0.8344, -2.6307, -4.4012], [-2.0657, -2.8089, 3.8242], [-1.4154, 1.1561, -3.5685], [-1.8363, -1.7574, -3.6576], [0.1110, 0.0484, 5.0382], [0.4591, -1.5114, 2.1956], [1.2971, -0.3217, -1.1789], [-0.3756, 6.3114, -0.3590], [-1.5588, 0.9767, -5.0819], [-2.8012, -2.6127, -2.8426], [0.7320, 1.6282, 3.2455], [-2.6592, 1.8540, -3.0261], [3.3825, 0.4029, -2.1880], [2.5406, -4.1225, 3.9889], [1.4989, -0.0688, -3.5778], [-0.3894, 0.7281, 3.7652], [2.2903, -2.1641, 0.7640], [1.1208, -1.3922, 0.9407], [1.5345, -4.9863, -0.9354], [-2.3596, -1.3653, 3.4199], [-1.6081, 5.7130, -0.2614], [-0.4920, 3.5973, 0.0010], [2.8160, -2.1032, -0.1751], [-3.4913, -1.8452, 1.6421], [0.7635, -6.3408, 0.5437], [1.0813, -0.4095, 4.8572], [-1.3367, 2.0396, 0.9312], [-0.5481, 1.7968, -3.3669], [-3.0010, -3.3567, 3.9442], [3.0652, 0.2136, -0.0943], [3.6593, -3.5799, 1.5538], [1.0653, -0.1053, -4.5663], [-2.2573, -3.2797, -2.1837], [-1.0459, -5.4512, 2.1530], [0.3613, 2.4235, 2.6070], [-2.8512, 2.7727, -3.5762], [-2.6195, 3.8376, 0.0032], [0.2312, 0.8055, 5.8125], [-2.4301, -1.2086, -4.3935], [1.9873, -5.0555, 3.8607], [2.3468, -3.7592, 4.9964], [1.2308, 2.1015, 4.0905], [-3.4495, -1.9869, -2.2316], [-3.5310, 1.2096, -3.1237], [-1.3704, -3.3248, -5.0506], [-0.5775, -0.7055, 5.4109], [1.6576, 3.6510, -0.0706], [3.2493, 0.1242, -5.5610], [-1.2661, 1.3420, 4.0125], [1.7926, -2.4128, -2.9864], [-2.5183, -0.7598, 4.3205], [0.4662, -2.4449, 4.1150], [1.4761, 1.0403, 2.7055], [-4.4615, -1.7742, 3.1212], [-1.5290, -2.8603, 4.7697], [-1.8738, -6.1676, 0.7475], [-1.4811, -3.3044, 3.0558], [1.7341, 6.1357, -0.3771], [0.3052, 1.8463, 0.6020], [3.5999, -4.3467, 3.8946], [-0.2443, -3.2123, -3.7015], [-2.2648, -4.5058, 1.2654], [-2.5627, 0.6396, -5.3353], [-2.4907, 6.3269, -0.3134], [-3.4204, -3.2169, -3.5044], [-2.5298, 2.1050, -1.9764], [2.4213, -5.5505, -1.1695], [2.8308, -3.7970, -2.8662], [3.6395, 1.6843, -4.8427], [4.6805, 0.2988, -4.5396], [-0.1655, -2.0372, -5.0211], [-0.8398, 0.2749, -5.5000], [4.4042, 0.7310, -2.0718], [-1.4104, 1.9403, -5.5677], [-3.9122, -0.2854, 2.3515]], "atomic_forces_ev_per_a": [[2.35, 0.11, -0.13], [0.13, -1.41, 0.19], [-0.63, 0.13, -0.17], [0.29, 0.56, 0.16], [0.07, -0.65, 0.22], [-0.90, 1.68, 0.27], [0.05, 0.46, -0.02], [0.11, 0.33, -0.08], [-0.14, 0.29, -0.06], [-0.06, -0.20, 0.56], [0.35, 0.30, -0.30], [-0.66, -1.80, 0.27], [-2.24, 0.83, 0.10], [0.64, -0.53, -0.19], [0.32, -0.15, -0.64], [0.39, -0.22, 0.00], [-0.06, -0.18, -0.12], [-0.01, 0.17, 0.10], [0.05, 0.15, -0.07], [0.70, -0.19, 0.18], [-0.48, 0.29, -0.17], [0.04, -0.17, 0.06], [-0.07, 0.03, 0.09], [0.21, 0.57, -0.59], [-0.26, 0.04, 0.09], [-0.45, -0.20, 0.42], [0.02, -0.17, -0.01], [-0.06, -0.13, 0.83], [-0.19, 0.15, 0.34], [0.79, -0.90, -0.05], [0.04, -0.74, -0.02], [0.03, 0.27, 0.05], [0.11, 0.14, 0.01], [-0.32, 0.16, 0.56], [-0.13, -0.03, 0.52], [-0.23, -0.21, -0.22], [-0.22, 0.35, -0.70], [0.40, 0.28, -1.15], [-0.13, 1.74, -0.04], [0.18, -0.20, 0.19], [-0.09, 0.09, 0.00], [-0.17, 0.08, -0.02], [0.13, 0.05, 0.11], [-0.18, -0.15, -0.15], [-0.06, -0.11, -0.01], [0.17, 0.09, -0.03], [-0.24, 0.47, -0.56], [-0.16, 0.29, -0.12], [0.34, -0.78, 1.01], [-0.19, -0.49, 0.43], [-0.12, 0.10, -0.40], [-0.05, -0.66, -0.03], [-0.27, 1.01, -0.67], [0.07, -0.02, -0.05], [-0.08, -0.02, -0.09], [-0.01, -0.09, 0.00], [0.04, -0.02, 0.08], [0.42, 0.19, 0.18], [-0.06, -0.23, 0.07], [-0.05, 0.05, 0.04], [0.06, -0.03, 0.11], [0.10, -0.13, -0.04], [-0.07, 0.06, -0.13], [0.00, -0.08, 0.05], [-0.04, 0.03, -0.03], [0.03, 0.09, -0.06], [-0.02, 0.08, -0.07], [-0.18, -0.10, 0.01], [0.00, 0.04, -0.01], [0.11, 0.09, 0.16], [0.06, -0.11, 0.12], [0.03, -0.01, 0.07], [0.05, 0.04, -0.01], [-0.15, -0.06, 0.07], [-0.20, -0.03, 0.04], [-0.05, 0.03, -0.02], [-0.03, -0.12, 0.13], [0.11, -0.14, 0.00], [-0.01, -0.03, -0.10], [0.09, -0.06, -0.04], [0.04, 0.12, -0.07], [0.12, -0.01, -0.15], [-0.06, -0.04, 0.07], [0.11, -0.01, -0.03], [-0.04, -0.04, 0.07], [0.10, -0.10, 0.00], [0.03, 0.11, 0.03], [0.04, -0.13, 0.02], [0.17, 0.02, -0.01], [-0.21, -0.13, 0.06], [0.09, -0.03, 0.05], [0.01, -0.04, -0.04], [0.05, -0.19, 0.05], [-0.03, -0.04, -0.06], [-0.16, 0.09, 0.00], [-0.05, -0.01, -0.07], [-0.10, 0.06, 0.06], [0.06, -0.09, 0.02], [0.03, 0.00, -0.04], [0.08, 0.08, -0.12], [0.13, -0.01, -0.06], [0.11, -0.04, -0.09], [0.03, -0.04, -0.14], [0.14, 0.07, 0.01], [0.01, 0.05, 0.03], [-0.07, -0.02, -0.12]]}

No. 2
{"formula": "C38H54Cl3GeO4P3SiV", "method": "ωB97M-V/def2-TZVPD", "e_above_lowest_kj_mol": 116.99, "charge": 0, "s_squared": 3.78, "multiplicity": 4, "species": ["Ge", "V", "Cl", "Cl", "Cl", "P", "P", "P", "Si", "O", "O", "O", "O", "C", "C", "C", "C", "C", "C", "C", "C", "C", "C", "C", "C", "C", "C", "C", "C", "C", "C", "C", "C", "C", "C", "C", "C", "C", "C", "C", "C", "C", "C", "C", "C", "C", "C", "C", "C", "C", "C", "H", "H", "H", "H", "H", "H", "H", "H", "H", "H", "H", "H", "H", "H", "H", "H", "H", "H", "H", "H", "H", "H", "H", "H", "H", "H", "H", "H", "H", "H", "H", "H", "H", "H", "H", "H", "H", "H", "H", "H", "H", "H", "H", "H", "H", "H", "H", "H", "H", "H", "H", "H", "H", "H"], "positions_angstrom": [[-2.1820, -1.5948, 1.9373], [-0.9987, 0.3668, 1.0339], [-1.1289, -2.5414, 3.6422], [-2.1501, -3.1177, 0.2286], [-4.1975, -1.9915, 2.6910], [-2.7674, 0.7213, -0.7433], [1.2684, -2.9517, 1.4186], [0.6970, 2.3684, 0.4445], [0.3216, -0.6660, -0.8834], [0.9397, 0.3126, 4.4562], [0.3312, 0.0914, 2.3021], [-1.7883, 1.2796, 2.5050], [-1.4857, 1.9045, 4.6524], [2.6997, -2.1689, 2.3024], [0.8714, -2.8764, -2.6356], [2.6083, 2.2360, 2.5580], [3.4575, -1.2545, 1.3559], [4.1770, 0.5754, -2.0085], [3.2631, 2.3487, -0.6870], [2.0400, -5.6557, 2.2299], [0.9094, -2.4431, -1.3104], [1.8966, 4.5420, 1.9736], [3.0190, -0.1569, -1.8089], [-5.2587, -0.3238, 0.0502], [0.9705, -4.5525, 2.3524], [-2.4220, 1.2744, -3.4701], [1.4878, -4.0542, -3.0374], [-1.7213, 1.3490, -4.6579], [0.1058, 0.1971, -3.6203], [1.4504, 3.0781, 2.0188], [-4.1138, -0.5519, -0.9473], [-0.5923, 0.0869, -2.4087], [0.2598, 3.5386, -2.0883], [2.1988, -4.8036, -2.1191], [1.9514, 0.3444, -1.0526], [-1.8694, 0.6606, -2.3410], [-4.9121, 2.6401, -1.3886], [-0.6649, 4.7935, -0.1241], [-3.5318, 2.4379, -0.7585], [-1.1646, 1.3196, 3.6607], [-0.3877, -5.2115, 2.1256], [-3.5709, 3.0005, 0.6660], [2.2185, -4.4192, -0.7873], [3.6781, -3.0690, 3.0550], [2.0908, 1.6174, -0.4835], [0.1770, 0.4858, 3.5510], [1.5474, -3.2717, -0.3635], [-4.6535, -0.8030, -2.3540], [0.4684, 3.8883, -0.6170], [-0.4422, 0.8153, -4.7293], [4.3024, 1.8362, -1.4415], [-1.6130, 4.4734, -0.5455], [-0.4916, 5.8213, -0.4490], [2.0988, -6.1724, 3.1892], [-4.2549, 2.4239, 1.2908], [5.2065, 2.4136, -1.5843], [-5.2807, 0.0107, -2.7146], [-2.1624, 1.8344, -5.5187], [-0.5183, -5.4878, 1.0782], [0.6273, 3.0150, 2.7389], [2.7965, -0.5251, 0.9045], [1.4151, 4.4261, -0.5293], [1.7338, -6.3883, 1.4844], [4.2888, -3.6632, 2.3746], [3.1949, -3.7261, 3.7742], [2.7884, 2.5049, 3.5998], [-3.5890, -1.4641, -0.6590], [0.1314, 0.8962, -5.6438], [1.1178, -0.1798, -3.6898], [-2.6000, 2.9769, 1.1523], [-6.0406, 0.2855, -0.3958], [-5.2753, -1.7001, -2.3187], [3.5203, 2.4267, 1.9918], [-5.6987, -1.2792, 0.3319], [1.1145, 5.2323, 1.6717], [2.1822, -1.5484, 3.0452], [0.3400, -2.2922, -3.3730], [0.9755, -4.1646, 3.3751], [-0.4278, -6.1234, 2.7258], [0.0928, 4.4546, -2.6598], [-3.8601, -0.9816, -3.0775], [1.1213, 3.0258, -2.5156], [3.0391, -5.3148, 1.9844], [-0.7751, 4.8006, 0.9605], [-0.6098, 2.8972, -2.2228], [-5.6980, 2.3085, -0.7167], [-5.0451, 2.1416, -2.3443], [2.7557, 4.6849, 1.3170], [4.3532, -2.4155, 3.6097], [4.9828, 0.1642, -2.6035], [-1.2147, -4.5788, 2.4231], [3.3737, 3.3332, -0.2507], [2.7133, -5.7050, -2.4248], [-3.4081, 1.7137, -3.4210], [-5.0578, 3.7101, -1.5537], [-3.9219, 4.0351, 0.6475], [3.9373, -1.8224, 0.5551], [2.7561, -5.0292, -0.0835], [-4.9294, 0.1561, 0.9734], [-2.8082, 3.0061, -1.3507], [2.2128, 4.8255, 2.9794], [2.4062, 1.1733, 2.5280], [2.9496, -1.1477, -2.2415], [4.2316, -0.7173, 1.9057], [1.4195, -4.3759, -4.0688]], "atomic_forces_ev_per_a": [[-0.56, -0.97, -0.20], [-0.03, 1.21, -0.02], [0.03, 0.36, 0.27], [0.12, -0.31, 0.30], [0.01, 0.05, 0.04], [-0.57, 0.00, -0.92], [0.48, -0.66, 0.08], [0.20, 0.16, -0.42], [0.32, -0.06, -0.47], [0.20, -0.17, 0.08], [1.29, -0.49, 0.84], [-0.48, 0.52, 0.58], [-0.15, 0.15, 0.14], [-0.19, 0.26, 0.03], [0.07, -0.10, 0.08], [0.05, 0.01, -0.02], [0.00, 0.00, -0.03], [-0.02, -0.03, 0.00], [0.01, -0.01, 0.02], [0.07, 0.09, -0.10], [-0.09, 0.15, 0.02], [-0.02, -0.02, 0.05], [0.01, 0.09, 0.03], [0.07, 0.01, -0.02], [-0.26, 0.09, -0.03], [0.00, -0.01, 0.05], [-0.03, 0.04, -0.01], [0.00, 0.01, -0.02], [-0.09, 0.01, 0.02], [-0.11, -0.05, 0.00], [-0.01, 0.08, 0.16], [0.01, -0.15, 0.03], [0.09, 0.02, 0.00], [0.03, -0.04, -0.01], [-0.05, -0.11, -0.04], [0.06, 0.00, 0.01], [0.10, -0.01, -0.11], [0.08, -0.02, 0.08], [0.01, -0.08, 0.24], [0.52, -0.30, -0.18], [-0.09, -0.04, -0.21], [0.06, 0.04, -0.07], [-0.01, 0.04, 0.09], [-0.08, -0.10, -0.01], [-0.04, -0.05, 0.03], [-0.64, 0.37, -0.06], [-0.30, 0.21, -0.11], [0.08, -0.03, 0.05], [-0.15, -0.08, 0.05], [0.03, 0.00, -0.02], [0.03, 0.00, 0.01], [-0.10, -0.03, 0.00], [-0.01, 0.00, -0.01], [-0.02, -0.01, 0.00], [0.01, 0.01, 0.02], [0.01, 0.01, 0.00], [-0.01, 0.08, -0.02], [-0.01, 0.01, -0.01], [0.01, -0.03, 0.00], [-0.01, 0.00, -0.02], [0.02, 0.07, 0.02], [-0.01, 0.00, 0.02], [0.02, 0.02, -0.07], [0.01, -0.02, 0.00], [0.01, -0.05, 0.01], [0.01, 0.01, 0.00], [-0.05, 0.09, 0.00], [0.01, -0.01, -0.01], [0.04, -0.02, 0.00], [-0.02, 0.03, 0.02], [-0.04, 0.07, -0.03], [-0.03, 0.00, 0.00], [0.02, 0.01, -0.02], [-0.01, 0.00, -0.02], [0.00, 0.03, 0.00], [-0.03, 0.03, -0.01], [-0.01, 0.03, -0.02], [0.09, 0.03, -0.05], [0.04, -0.02, -0.01], [0.00, 0.02, 0.00], [0.01, -0.01, -0.01], [-0.01, -0.01, 0.00], [0.07, 0.04, 0.03], [-0.03, 0.01, 0.00], [-0.04, 0.00, -0.03], [-0.05, -0.04, 0.03], [-0.04, -0.04, -0.04], [0.02, 0.00, -0.02], [-0.02, 0.02, 0.01], [0.02, -0.01, 0.00], [0.05, -0.16, -0.13], [-0.02, 0.02, 0.01], [0.01, -0.01, 0.01], [0.00, 0.01, 0.01], [-0.01, 0.00, 0.01], [-0.03, 0.00, -0.02], [0.00, 0.01, -0.01], [0.03, -0.10, 0.11], [-0.03, -0.03, 0.00], [0.04, -0.03, 0.04], [0.01, 0.01, 0.00], [0.00, -0.14, -0.02], [0.00, -0.03, -0.03], [0.01, 0.01, 0.03], [0.01, 0.00, -0.01]]}